Entry 1:
101
Properties=species:S:1:pos:R:3:mulliken_spin:R:1 method="wB97M-V/def2-TZVPD" e_above_lowest_kj_mol=593.66 max_force_ev_per_a=0.4 orbital_gap_ev="4.3158 / 5.2098" multiplicity=4 total_energy_ha=-4371.08237 lumo_energy_ev="4.06 / 4.06" total_charge=-2 s_squared=3.99
V -0.379 -1.003 -0.732 1.933
P 0.615 -3.867 -2.235 0.005
P 3.472 -3.512 -1.219 -0.003
O -0.402 -4.606 -1.216 0.006
O 4.086 -4.565 -0.156 -0.001
O 0.299 -2.407 -2.242 -0.006
O 2.020 -4.065 -1.374 0.002
O 3.500 -2.181 -0.384 0.004
O 4.285 -3.430 -2.435 0.000
O 0.720 -4.658 -3.477 0.000
N -0.158 0.492 -2.135 -0.040
N -1.712 0.636 -0.127 0.081
N 1.071 0.459 1.559 -0.029
N 1.675 -0.733 -0.473 0.007
N -6.296 -2.795 -2.211 0.001
N -2.341 -1.888 -1.212 0.014
C -3.373 2.169 5.872 -0.002
C -2.095 0.979 1.131 0.129
C -3.435 1.318 -4.626 0.054
C -5.261 2.772 -5.225 0.049
C -3.403 1.828 -3.319 0.022
C -4.592 -2.302 -0.552 0.011
C -0.266 2.307 -3.438 0.136
C -2.665 1.080 -1.017 -0.058
C 1.062 1.058 -2.124 0.130
C -2.451 0.474 4.432 -0.016
C -2.925 3.144 4.991 0.005
C -2.002 1.442 3.536 0.024
C 4.477 -0.949 2.047 -0.008
C -4.974 -2.493 -1.878 -0.001
C -4.351 1.775 -5.559 -0.021
C -5.219 3.316 -3.949 -0.031
C 0.109 0.859 2.471 0.189
C 5.519 1.579 -0.819 0.000
C 4.343 0.885 -1.059 0.000
C 5.106 -2.206 2.053 0.078
C 1.839 0.694 -0.901 -0.014
C 2.114 0.547 3.541 0.227
C -2.696 -2.093 -2.480 0.047
C -3.277 -1.998 -0.271 0.036
C 3.123 1.410 -0.641 0.017
C -4.301 2.860 -3.014 0.062
C -2.244 2.781 3.836 -0.018
C 3.145 -0.716 1.528 0.145
C -3.826 1.480 -0.247 0.109
C 2.475 -1.547 0.424 0.046
C 1.052 2.183 -2.964 -0.070
C 3.095 2.645 -0.001 0.016
C 5.198 0.132 2.587 0.070
C 0.890 0.269 0.190 -0.066
C -3.466 1.449 1.068 -0.157
C -2.398 1.302 -2.383 0.171
C 6.462 -0.038 3.126 -0.041
C -3.131 0.831 5.588 0.010
C 6.374 -2.367 2.584 -0.042
C -1.012 1.265 -2.833 -0.062
C 0.810 0.952 3.713 -0.064
C 2.260 0.131 2.184 -0.092
C -3.987 -2.408 -2.856 0.004
C 0.176 -2.421 0.869 0.049
C -1.279 1.050 2.285 -0.165
C 1.497 -2.519 1.066 0.016
C 4.272 3.341 0.232 -0.004
C 5.489 2.809 -0.174 0.006
C 7.064 -1.290 3.132 0.074
H -4.354 1.351 -6.557 -0.001
H -3.107 4.191 5.204 0.000
H 4.241 4.298 0.740 0.000
H 2.141 3.044 0.323 0.001
H 8.058 -1.423 3.542 0.009
H 2.867 0.431 4.303 0.007
H 1.990 -3.218 1.749 -0.008
H 4.593 -3.063 1.643 0.020
H -0.659 3.105 -4.052 0.009
H 4.424 -5.328 -0.638 0.000
H -3.474 0.063 6.272 0.001
H -0.528 -5.503 -1.547 0.000
H 4.365 -0.082 -1.545 0.001
H -2.719 0.549 -4.889 0.003
H -5.976 3.133 -5.955 0.006
H -4.230 -2.551 -3.902 0.002
H 0.357 1.255 4.644 -0.020
H -5.321 -2.358 0.248 0.001
H -2.947 -1.802 0.743 0.003
H -4.244 3.334 -2.045 0.006
H -1.897 -1.991 -3.205 -0.008
H 6.830 -3.350 2.574 -0.002
H -5.895 4.122 -3.682 -0.002
H 1.876 2.855 -3.157 0.001
H -4.066 1.770 1.906 -0.013
H -2.254 -0.567 4.204 0.002
H -1.894 3.537 3.144 0.002
H 6.411 3.345 0.019 0.000
H -0.387 -3.157 1.456 0.003
H -6.542 -2.534 -3.153 0.000
H 6.465 1.150 -1.128 0.000
H -3.904 2.449 6.774 0.000
H -6.967 -2.450 -1.543 0.000
H -4.776 1.808 -0.636 0.007
H 4.755 1.119 2.537 0.002
H 6.993 0.820 3.525 -0.002

Entry 2:
99
Properties=species:S:1:pos:R:3:mulliken_spin:R:1 method="wB97M-V/def2-TZVPD" e_above_lowest_kj_mol=18.45 max_force_ev_per_a=1.3 orbital_gap_ev="5.3614 / 5.3583" multiplicity=3 total_energy_ha=-11854.87325 lumo_energy_ev="-6.88 / -6.88" total_charge=+2 s_squared=2.01
Br 3.949 -1.164 -3.216 0.044
Se 4.909 -2.541 1.028 0.006
As -3.477 0.297 1.554 0.003
Ni 2.318 -0.568 -1.356 1.629
P 0.597 -1.260 -2.792 0.103
P 1.018 0.010 0.553 0.032
F 0.345 -2.689 -7.722 0.000
F 4.637 -1.985 -5.970 0.000
F 3.034 -2.634 -8.053 0.000
F -0.732 -2.046 -5.353 0.000
N 5.957 -1.262 1.566 0.000
N 3.950 -1.483 -0.006 0.031
N 3.883 0.752 -0.569 0.060
C -0.905 2.114 -4.497 -0.006
C -2.120 2.298 -3.852 0.008
C -0.109 1.025 -4.183 -0.007
C -3.195 -0.060 4.463 0.000
C -1.739 0.304 -2.562 0.005
C 1.128 -2.355 -6.720 0.001
C -1.525 0.016 1.781 0.004
C 1.382 -1.656 -4.407 0.005
C -5.598 1.212 5.035 0.000
C -3.592 0.117 5.781 0.000
C 1.146 -2.694 1.027 -0.002
C -1.680 -2.987 -2.558 0.005
C 4.414 1.939 -0.393 -0.001
C -3.885 4.031 -0.376 0.000
C 1.003 3.754 2.186 -0.005
C -0.302 -2.812 -2.484 -0.005
C 2.758 -1.654 -4.604 0.035
C 1.307 -1.389 3.036 0.006
C -3.270 4.915 0.498 0.000
C 1.257 -3.862 1.761 -0.004
C -2.529 1.396 -2.880 -0.001
C 0.516 -3.898 -2.156 -0.001
C -2.803 3.103 2.011 0.000
C 6.119 1.171 1.155 -0.002
C 5.524 2.182 0.457 0.003
C 4.459 -0.268 0.108 -0.031
C -2.227 -4.228 -2.267 -0.002
C 5.581 -0.131 0.989 0.009
C -4.794 0.747 6.068 0.000
C 1.434 1.469 1.550 0.049
C -0.036 -5.136 -1.880 -0.004
C 2.098 3.731 3.038 0.010
C 1.197 -1.446 1.649 -0.009
C 0.678 2.636 1.435 0.019
C -1.415 -5.297 -1.918 0.003
C -0.531 0.096 -3.229 0.002
C -5.200 1.041 3.720 -0.001
C 2.547 1.460 2.393 0.010
C -3.955 2.680 -0.060 0.000
C -0.825 0.064 0.435 0.006
C -3.407 2.211 1.127 0.000
C 1.414 -2.561 3.775 -0.001
C 0.587 -2.021 -5.490 0.001
C 1.406 -3.794 3.141 0.003
C 3.320 -1.992 -5.822 -0.007
C 2.873 2.583 3.135 -0.005
C 2.506 -2.333 -6.891 -0.001
C -2.734 4.452 1.692 0.000
C -3.986 0.424 3.425 0.000
H 3.727 2.560 3.800 0.000
H 0.393 4.644 2.106 0.000
H -2.404 2.750 2.956 0.000
H -3.471 1.539 -2.368 0.000
H -1.153 0.791 2.455 0.000
H 3.154 0.568 2.483 0.000
H 1.596 -3.776 -2.143 0.000
H 2.347 4.606 3.624 0.000
H -3.299 -4.363 -2.328 0.000
H -4.455 1.988 -0.729 0.000
H -2.963 -0.241 6.586 0.000
H 1.299 -0.435 3.547 0.001
H -1.856 -6.261 -1.702 0.000
H -1.113 -0.803 -0.166 -0.001
H -0.580 2.821 -5.248 0.000
H 1.209 -4.820 1.257 0.000
H -2.079 -0.388 -1.806 0.000
H -5.834 1.389 2.912 0.000
H -5.113 0.858 7.095 0.000
H 1.019 -2.735 -0.047 0.001
H -2.276 5.144 2.388 0.000
H -2.748 3.140 -4.109 0.000
H -4.323 4.395 -1.297 0.000
H 0.607 -5.975 -1.650 0.000
H -3.225 5.969 0.259 0.000
H -1.380 -0.954 2.254 0.000
H -1.096 0.966 -0.121 0.000
H 1.497 -4.702 3.724 0.000
H 6.962 1.337 1.812 0.000
H 3.962 2.760 -0.936 0.000
H -0.170 2.682 0.762 0.000
H 0.838 0.895 -4.695 -0.003
H 1.484 -2.506 4.853 0.000
H -2.329 -2.189 -2.887 0.000
H -2.264 -0.574 4.254 0.000
H 5.893 3.195 0.544 0.000
H -6.539 1.698 5.257 0.000

Entry 3:
108
Properties=species:S:1:pos:R:3:mulliken_charge:R:1 method="wB97M-V/def2-TZVPD" max_force_ev_per_a=5.2 orbital_gap_ev=1.7614 total_energy_ha=-3800.43491 lumo_energy_ev=-13.73 total_charge=+3
In 3.984 -1.217 1.767 1.019
In 3.662 2.060 -2.024 1.019
F -2.985 3.597 -1.638 -0.309
F 3.893 4.747 1.135 -0.203
F 5.659 4.442 2.569 -0.226
F 3.731 5.279 3.224 -0.200
O 4.913 -2.192 -0.971 -0.422
O -3.059 2.078 -7.358 -0.590
O 0.873 2.275 -3.635 -0.478
O -1.553 1.950 -1.287 -0.056
O 1.184 -0.507 2.959 -0.658
O 0.681 2.509 -0.888 -0.342
O -2.991 -4.973 -0.999 -0.590
O -3.387 -0.846 5.891 -0.584
O 4.352 -1.151 -2.645 -0.400
O -1.128 3.239 0.461 -0.336
O 5.791 -2.842 -2.699 -0.462
O 3.868 1.883 1.393 -0.117
O 2.567 2.725 3.211 -0.232
O 1.704 -3.342 1.231 -0.686
N 4.955 -2.080 -2.151 0.934
C 1.553 -3.472 -2.908 -0.627
C -2.754 2.516 -0.936 0.156
C -3.534 -0.508 1.639 -1.140
C 0.177 -0.433 3.712 0.007
C -0.976 -0.080 7.281 -0.780
C -3.480 -0.325 3.062 -0.456
C 1.108 3.908 -5.937 -0.666
C -2.793 -0.060 -5.479 -0.665
C 0.378 -3.870 -3.524 -0.342
C -1.168 -5.555 3.691 -0.799
C 1.437 0.505 7.238 -1.113
C -0.325 -4.679 1.544 0.545
C -2.712 -1.007 -4.493 -1.348
C 0.189 4.605 -8.117 -0.602
C 3.783 2.832 2.519 -0.296
C 0.201 0.210 7.933 -0.382
C -0.625 -4.494 -1.411 0.607
C -1.578 -1.133 -3.712 -0.140
C -2.379 -0.821 0.905 -1.106
C 1.089 4.751 -7.073 -0.429
C -0.757 3.592 -8.012 -0.745
C 1.411 3.554 2.763 0.745
C 0.627 3.708 4.030 -1.447
C -1.047 -0.278 5.913 0.260
C -1.879 -4.798 -0.536 0.421
C -1.540 -5.148 0.909 0.511
C -1.892 0.934 -5.569 0.048
C 4.280 4.339 2.382 0.810
C -1.126 -0.664 3.012 0.693
C -2.064 2.037 -6.604 0.355
C 0.742 -3.963 0.738 0.512
C 0.170 -0.103 5.163 0.513
C -2.130 -6.237 2.965 -0.540
C -2.398 -5.900 1.682 -0.633
C 0.033 2.150 -4.529 0.355
C -1.185 -0.872 1.590 0.326
C -0.652 -0.145 -3.830 -0.418
C -0.718 -4.425 -2.792 -0.854
C -0.518 2.609 -0.655 0.076
C -0.154 -4.863 2.957 -0.647
C -2.462 2.786 0.543 0.144
C 1.358 0.287 5.877 0.187
C 0.094 2.987 -5.795 0.375
C -0.852 2.914 -6.772 0.658
C -2.319 -0.544 3.760 0.312
C -2.355 -0.606 5.227 0.140
C 0.616 -4.043 -0.751 0.126
C -0.803 0.976 -4.597 0.589
C 1.620 -3.563 -1.522 -0.228
B 1.903 -0.089 -0.467 3.596
H -2.347 -0.842 -0.174 0.808
H 1.520 0.674 0.193 -0.537
H 2.337 0.634 7.821 0.463
H -3.281 -6.369 1.273 0.486
H 2.963 0.112 -0.490 -0.371
H 1.654 -1.067 -0.085 -1.381
H -3.085 3.565 0.983 0.427
H 0.611 2.863 4.719 0.244
H -4.514 -0.358 1.211 0.499
H 0.178 -0.328 -3.164 0.159
H 0.786 -4.516 3.359 0.555
H 0.109 0.234 9.008 0.429
H -0.245 -0.979 1.070 0.332
H 1.746 5.608 -7.105 0.407
H -3.527 1.769 -1.112 0.417
H -0.388 3.979 3.742 0.380
H -2.652 -6.997 3.528 0.462
H -1.848 -0.263 7.891 0.499
H 2.346 0.231 5.443 0.306
H 1.586 4.577 2.428 0.609
H -2.635 2.023 1.302 -0.321
H 1.544 0.016 -1.480 -0.907
H -4.409 0.012 3.498 0.588
H 0.352 5.088 -9.070 0.435
H 0.400 -3.793 -4.601 0.442
H 0.895 2.980 1.993 -0.525
H -3.412 -1.829 -4.456 0.511
H 1.860 4.089 -5.184 0.470
H 4.339 2.373 3.336 0.206
H 2.435 -3.056 -3.372 0.528
H -1.678 -4.700 -3.202 0.560
H -1.058 -5.816 4.733 0.453
H -1.370 -1.972 -3.064 0.891
H 2.565 -3.203 -1.143 0.259
H -1.540 3.533 -8.754 0.461
H 1.079 4.566 4.529 0.427
H -3.624 0.006 -6.165 0.583

Entry 4:
98
Properties=species:S:1:pos:R:3:mulliken_spin:R:1 method="wB97M-V/def2-TZVPD" e_above_lowest_kj_mol=154.50 max_force_ev_per_a=0.4 orbital_gap_ev="6.8101 / 6.9304" multiplicity=4 total_energy_ha=-7264.39699 lumo_energy_ev="-0.64 / -0.64" s_squared=3.81
I -2.130 1.254 -1.365 0.002
Se 2.411 -2.553 1.107 -0.058
Cr 1.695 -0.267 0.288 3.196
Cl 5.736 4.758 -1.891 0.000
Cl 2.926 6.197 -1.548 0.000
P -1.961 -1.909 -0.021 0.031
O -0.085 3.288 1.294 0.019
O 5.250 -0.357 -1.372 0.003
N 0.834 0.036 2.270 -0.024
N 1.785 -0.660 -1.745 -0.142
N 3.460 0.462 -0.118 -0.085
N 1.216 1.657 0.283 -0.085
C -1.166 -4.240 -3.926 0.000
C 3.374 -0.987 -3.496 0.010
C 0.785 -0.769 3.337 0.003
C 0.799 -0.990 -2.582 0.056
C 2.070 -4.366 0.529 0.039
C -0.806 1.440 3.307 -0.001
C 4.509 2.561 -0.946 -0.010
C -2.485 -2.644 -2.694 0.000
C 3.063 -3.976 -1.759 -0.001
C -2.111 -3.440 3.724 0.000
C -2.191 -3.305 -3.880 0.000
C -4.124 2.162 0.607 0.001
C 3.048 -0.668 -2.194 0.063
C -4.296 -0.250 0.280 0.000
C -5.966 -2.516 0.358 0.000
C 1.043 -4.781 2.834 -0.010
C 2.492 -4.872 -0.705 0.018
C 1.043 -1.323 -3.902 -0.001
C 3.137 4.532 -1.123 0.005
C 2.047 3.831 -0.622 -0.005
C 0.070 1.141 2.280 0.005
C 4.362 3.901 -1.281 0.001
C -0.021 -0.507 4.430 -0.001
C 4.071 -0.224 -1.182 -0.048
C 0.359 2.157 1.201 0.006
C 1.816 -7.111 -0.043 -0.002
C 2.360 -6.232 -0.968 0.002
C -6.076 1.033 1.406 0.000
C 1.680 -8.580 -0.339 0.000
C -1.754 -2.915 -1.535 -0.008
C -0.707 -3.835 -1.600 -0.001
C -6.412 -1.338 0.877 0.000
C -2.365 -5.342 2.281 0.000
C -2.317 -4.801 3.560 0.000
C -0.854 0.600 4.405 0.003
C -5.332 2.171 1.331 0.000
C -3.641 1.001 0.071 0.003
C -1.965 -2.624 2.611 0.004
C 2.191 2.494 -0.290 0.041
C -3.778 -1.538 -0.065 0.008
C -5.594 -0.184 0.862 0.000
C 3.426 1.853 -0.455 0.014
C -0.423 -4.502 -2.784 0.002
C 2.350 -1.318 -4.369 0.007
C -4.629 -2.616 -0.066 0.000
C 1.395 -6.588 1.170 0.000
C -2.222 -4.525 1.170 0.000
C 1.510 -5.235 1.478 -0.004
C -2.030 -3.154 1.326 -0.007
H -3.604 3.093 0.425 0.000
H 0.282 -5.461 3.213 0.000
H -0.947 -4.761 -4.850 0.000
H -0.103 -4.038 -0.720 0.000
H 0.002 -1.178 5.276 -0.001
H 4.414 -0.967 -3.789 0.000
H 1.874 -4.772 3.545 0.002
H 1.098 4.326 -0.488 0.001
H 0.957 -7.250 1.911 0.000
H -2.513 -6.406 2.148 0.000
H -3.288 -1.920 -2.669 0.000
H -7.406 -1.257 1.302 0.000
H -7.051 1.036 1.876 0.000
H 5.471 2.081 -1.064 0.000
H 3.384 -4.545 -2.632 0.000
H 0.632 -8.887 -0.330 0.000
H 2.095 -8.825 -1.316 0.000
H -2.774 -3.094 -4.769 0.000
H 2.201 -9.180 0.409 0.000
H -2.260 -4.961 0.179 0.000
H -2.430 -5.442 4.425 0.000
H -2.066 -3.012 4.718 0.000
H 2.299 -3.268 -2.079 0.004
H -6.601 -3.392 0.342 0.000
H 0.214 -1.584 -4.543 0.000
H 2.564 -1.569 -5.399 0.000
H 0.628 -3.775 2.801 0.004
H -4.241 -3.593 -0.329 0.000
H -1.813 -1.558 2.737 -0.001
H 1.405 -1.655 3.298 -0.004
H 2.700 -6.609 -1.928 0.000
H -1.386 2.349 3.232 0.000
H -0.202 -0.972 -2.181 -0.056
H -1.514 0.814 5.236 0.000
H 0.383 -5.224 -2.800 0.000
H 3.914 -3.411 -1.374 -0.001
H -5.690 3.098 1.758 0.000